# C23H28CsN6P

A molecular structure, C23H28CsN6P (ωB97M-V with the def2-TZVPD basis set, the OMol25 dataset).

Charge: +2
Multiplicity: 1
Frontier orbital gap (eV): 8.5855

```
59
Properties=species:S:1:pos:R:3:mulliken_charge:R:1
Cs -0.113 -2.420 -1.838 1.26
C -3.578 -1.914 -2.517 -1.34
C -3.655 -1.881 -1.016 0.70
C -4.899 -1.924 -0.396 -0.65
C -4.949 -1.927 0.983 -0.76
C -3.764 -1.892 1.695 -0.86
C -2.549 -1.840 1.012 0.71
N -2.510 -1.824 -0.329 0.25
C -1.265 -1.830 1.781 0.60
C -1.297 -1.894 3.174 -0.87
C -0.108 -1.917 3.873 -1.18
C 1.081 -1.891 3.177 -0.98
C 1.054 -1.827 1.783 0.54
N -0.105 -1.778 1.110 0.32
C 2.340 -1.840 1.018 0.78
C 3.552 -1.892 1.706 -0.81
C 4.740 -1.928 1.000 -0.81
C 4.696 -1.926 -0.379 -0.70
C 3.455 -1.883 -1.005 0.72
C 3.384 -1.918 -2.505 -1.34
N 2.307 -1.825 -0.323 0.28
H -4.575 -1.905 -2.950 0.39
H -3.088 -2.830 -2.853 0.27
H -3.030 -1.055 -2.906 0.23
H -5.805 -1.965 -0.983 0.39
H -5.895 -1.966 1.507 0.47
H -3.811 -1.913 2.770 0.33
H -2.215 -1.943 3.735 0.33
H -0.109 -1.970 4.953 0.47
H 1.998 -1.936 3.739 0.32
H 3.595 -1.911 2.781 0.34
H 5.684 -1.965 1.528 0.47
H 5.605 -1.967 -0.962 0.39
H 4.383 -1.904 -2.935 0.40
H 2.834 -1.062 -2.899 0.22
H 2.900 -2.836 -2.843 0.28
C -0.890 4.226 -0.283 -0.77
N -0.696 2.927 0.517 0.07
C 0.785 2.838 0.915 -0.87
N 1.621 2.929 -0.225 0.21
C 1.380 4.177 -0.947 -0.92
N -0.008 4.268 -1.389 0.18
C -0.334 3.304 -2.436 -0.84
P -0.140 1.524 -1.876 0.03
C -1.110 1.734 -0.281 -0.63
C 1.545 1.757 -1.093 -0.66
H -0.684 5.048 0.403 0.36
H -1.931 4.262 -0.602 0.38
H -1.261 2.980 1.366 0.36
H 0.925 1.888 1.430 0.42
H 0.976 3.666 1.598 0.36
H 2.041 4.233 -1.809 0.37
H 1.600 5.018 -0.287 0.32
H 0.320 3.470 -3.293 0.41
H -1.359 3.464 -2.776 0.41
H -0.979 0.834 0.324 0.29
H -2.169 1.832 -0.526 0.54
H 2.281 1.863 -1.892 0.51
H 1.798 0.857 -0.525 0.29
```

# C23H28FN3O3S

A single C23H28FN3O3S molecule (ωB97M-V with the def2-TZVPD basis set, the OMol25 dataset).

Charge: 0
SMILES string: CCN(CC)c1ccc(NC(=O)C2=CCN(S(=O)(=O)c3ccc(F)cc3)CC2)c(C)c1
Multiplicity: 1
Frontier orbital gap (eV): 7.9447
Energy above the lowest of the compared OMol25 structures with the same formula, charge and spin (kcal per mole): 39.7

```
59
Properties=species:S:1:pos:R:3:mulliken_charge:R:1
C -4.350 -2.756 -0.300 -0.66
C -5.016 -1.828 0.718 -0.88
N -4.722 -0.426 0.504 0.06
C -5.752 0.369 -0.123 -0.91
C -5.807 0.241 -1.648 -1.07
C -3.427 0.030 0.595 1.61
C -2.460 -0.686 1.317 -0.73
C -1.164 -0.233 1.398 -0.92
C -0.766 0.940 0.770 -0.05
N 0.603 1.305 0.843 0.09
C 1.406 1.466 -0.239 -0.12
O 0.987 1.517 -1.382 -0.70
C 2.873 1.528 0.045 1.20
C 3.684 1.701 -1.000 -0.54
C 5.164 1.540 -0.910 -1.04
N 5.524 0.750 0.246 0.07
S 5.504 -0.903 0.016 1.31
O 6.228 -1.151 -1.195 -0.73
O 5.964 -1.487 1.241 -0.74
C 3.799 -1.434 -0.238 0.13
C 3.193 -1.260 -1.468 -0.39
C 1.868 -1.622 -1.637 -0.74
C 1.189 -2.171 -0.562 0.27
F -0.097 -2.531 -0.714 -0.36
C 1.798 -2.387 0.664 -0.31
C 3.120 -2.007 0.822 -0.62
C 4.937 1.239 1.467 -1.35
C 3.398 1.264 1.431 -0.85
C -1.718 1.714 0.107 0.05
C -1.359 3.032 -0.500 -1.66
C -3.018 1.242 0.026 -0.30
H -4.707 -2.543 -1.304 0.25
H -4.581 -3.791 -0.062 0.38
H -3.271 -2.626 -0.291 0.07
H -6.100 -1.950 0.663 0.41
H -4.712 -2.116 1.731 0.39
H -5.602 1.415 0.158 0.47
H -6.714 0.060 0.298 0.41
H -6.522 0.953 -2.055 0.39
H -6.118 -0.759 -1.937 0.31
H -4.830 0.437 -2.082 0.31
H -2.711 -1.603 1.823 0.27
H -0.433 -0.808 1.953 0.38
H 1.042 1.112 1.730 0.39
H 3.249 1.908 -1.967 0.49
H 5.557 1.021 -1.786 0.38
H 5.666 2.514 -0.840 0.38
H 3.764 -0.854 -2.287 0.53
H 1.359 -1.476 -2.576 0.43
H 1.243 -2.848 1.466 0.56
H 3.647 -2.164 1.750 0.52
H 5.294 0.590 2.268 0.43
H 5.326 2.248 1.632 0.39
H 3.047 2.041 2.115 0.82
H 3.016 0.301 1.785 0.20
H -0.759 2.875 -1.396 0.27
H -0.762 3.621 0.195 0.34
H -2.252 3.593 -0.766 0.47
H -3.722 1.853 -0.514 0.26
```

# C23H28FN3O4S

A single C23H28FN3O4S molecule (ωB97M-V with the def2-TZVPD basis set, the OMol25 dataset).

Charge: 0
SMILES string: COc1ccc(N2CCN(C(=O)[C@@H]3CCCN(S(=O)(=O)c4ccc(F)cc4)C3)CC2)cc1
Multiplicity: 1
Frontier orbital gap (eV): 7.8012
Energy above the lowest of the compared OMol25 structures with the same formula, charge and spin (kcal per mole): 45.2

```
60
Properties=species:S:1:pos:R:3:mulliken_charge:R:1
C 8.736 1.707 0.470 -0.83
O 7.495 2.361 0.411 -0.46
C 6.363 1.593 0.331 0.78
C 5.155 2.284 0.279 -0.89
C 3.955 1.613 0.187 -0.17
C 3.912 0.214 0.154 0.45
N 2.718 -0.479 0.094 0.33
C 1.455 0.200 0.260 -1.39
C 0.351 -0.818 0.536 -0.11
N 0.193 -1.692 -0.610 0.39
C -0.911 -2.395 -0.945 -0.35
O -0.922 -3.144 -1.906 -0.70
C -2.158 -2.156 -0.108 1.00
C -3.054 -3.395 -0.058 -1.22
C -4.320 -3.067 0.731 -0.50
C -5.043 -1.874 0.106 -0.98
N -4.170 -0.727 -0.050 0.24
S -3.946 0.269 1.273 1.32
O -2.610 0.166 1.801 -0.68
O -5.051 0.100 2.167 -0.76
C -4.086 1.862 0.463 -0.14
C -5.321 2.241 -0.030 -0.39
C -5.454 3.453 -0.681 -0.66
C -4.332 4.255 -0.822 0.37
F -4.453 5.433 -1.457 -0.32
C -3.091 3.887 -0.330 -0.69
C -2.975 2.671 0.322 -0.10
C -2.949 -1.013 -0.765 -1.42
C 1.399 -1.891 -1.397 -1.19
C 2.638 -1.790 -0.514 -0.78
C 5.128 -0.468 0.223 -0.97
C 6.334 0.205 0.303 -0.32
H 8.917 1.101 -0.424 0.33
H 8.817 1.073 1.360 0.33
H 9.484 2.497 0.525 0.24
H 5.179 3.362 0.302 0.39
H 3.046 2.190 0.132 0.41
H 1.182 0.797 -0.626 0.37
H 1.527 0.874 1.118 0.78
H 0.625 -1.404 1.423 0.02
H -0.574 -0.284 0.758 0.07
H -1.905 -1.868 0.913 0.64
H -2.517 -4.220 0.413 0.46
H -3.303 -3.698 -1.077 0.32
H -4.991 -3.927 0.751 0.44
H -4.054 -2.811 1.759 0.33
H -5.871 -1.552 0.738 0.48
H -5.423 -2.134 -0.887 0.42
H -6.163 1.584 0.114 0.42
H -6.401 3.785 -1.076 0.44
H -2.246 4.545 -0.456 0.45
H -2.035 2.344 0.737 0.52
H -2.365 -0.091 -0.790 0.42
H -3.206 -1.293 -1.792 0.45
H 1.333 -2.877 -1.863 0.52
H 1.451 -1.142 -2.196 0.22
H 3.520 -1.960 -1.136 0.68
H 2.602 -2.574 0.255 0.23
H 5.144 -1.547 0.235 0.38
H 7.243 -0.373 0.352 0.37
```

# C23H28FN3O6S

A single C23H28FN3O6S molecule at a distorted geometry (ωB97M-V with the def2-TZVPD basis set, the OMol25 dataset).

Charge: 0
SMILES string: COc1ccc(S(=O)(=O)NCC(=O)N(CC(=O)NC[C@@H]2CCCO2)Cc2ccc(F)cc2)cc1
Multiplicity: 1
Frontier orbital gap (eV): 8.2878
Energy above the lowest of the compared OMol25 structures with the same formula, charge and spin (kcal per mole): 542.4

```
62
Properties=species:S:1:pos:R:3:mulliken_charge:R:1
C -2.980 -0.601 4.276 -1.08
O -2.330 0.175 3.522 -0.47
C -2.613 0.564 2.200 0.29
C -1.712 1.403 1.341 0.75
C -1.990 1.938 0.252 -1.69
C -3.099 1.570 -0.313 -0.01
S -3.569 1.734 -1.897 1.28
O -4.992 2.211 -2.226 -0.83
O -2.711 2.820 -2.342 -0.76
N -3.458 0.410 -2.996 -0.42
C -2.117 0.134 -3.154 -1.49
C -1.872 -1.087 -2.099 1.25
O -2.987 -1.727 -1.432 -0.81
N -0.684 -1.669 -2.008 0.22
C 0.508 -1.188 -2.702 -2.78
C 0.923 0.244 -1.693 0.75
O 0.207 0.187 -0.820 -0.32
N 1.899 0.730 -2.294 -0.09
C 2.479 1.789 -1.501 -0.97
C 3.801 1.421 -0.773 -0.10
C 3.599 0.392 0.219 0.42
C 4.227 1.184 1.477 -0.94
C 4.104 2.865 1.278 -0.55
O 4.345 2.852 -0.261 -0.51
C -0.347 -2.874 -1.251 -2.78
C 0.423 -2.472 -0.118 2.44
C 1.721 -3.096 0.201 -1.56
C 2.231 -2.604 1.173 -0.34
C 1.714 -1.728 2.118 0.30
F 2.431 -1.521 3.317 -0.42
C 0.381 -1.251 1.924 -0.27
C -0.298 -1.866 0.969 -0.91
C -4.039 0.387 0.338 -1.75
C -3.690 -0.006 1.645 -0.15
H -2.546 -0.791 5.144 0.34
H -3.967 -0.323 4.332 0.47
H -3.062 -1.560 3.771 0.39
H -0.993 2.103 2.131 0.02
H -1.504 2.527 -0.180 1.82
H -4.054 -0.083 -2.600 0.32
H -1.421 0.802 -2.861 0.70
H -1.872 -0.267 -4.012 0.73
H 0.344 -0.695 -3.515 1.05
H 1.253 -1.822 -2.562 0.83
H 2.531 0.441 -3.237 0.43
H 1.897 2.366 -0.878 0.34
H 2.774 2.745 -2.357 0.29
H 4.696 1.300 -1.348 0.37
H 2.442 0.383 0.450 -0.67
H 4.053 -0.445 -0.036 0.75
H 5.113 0.802 1.820 0.50
H 3.607 0.779 2.359 0.32
H 3.116 3.037 1.386 0.33
H 4.927 3.271 1.828 0.37
H -1.531 -3.141 -1.013 0.29
H -0.001 -3.514 -1.681 1.25
H 2.055 -3.500 -0.639 0.57
H 3.175 -3.076 1.387 0.34
H -0.012 -0.788 2.835 0.38
H -1.153 -1.386 0.917 0.56
H -4.959 0.087 0.083 0.56
H -4.414 -0.573 2.107 0.66
```

# C23H28N2O3S

A single C23H28N2O3S molecule at a distorted geometry (ωB97M-V with the def2-TZVPD basis set, the OMol25 dataset).

Charge: 0
SMILES string: C=CCN(c1ccccc1)S(=O)(=O)c1cccc(C(=O)N2C[C@H](C)C[C@@H](C)C2)c1
Multiplicity: 1
Frontier orbital gap (eV): 9.4186
Energy above the lowest of the compared OMol25 structures with the same formula, charge and spin (kcal per mole): 47.2

```
57
Properties=species:S:1:pos:R:3:mulliken_charge:R:1
C -3.203 -3.542 -0.506 -0.82
C -1.926 -3.217 -0.446 -0.72
C -1.359 -1.991 0.207 0.42
N -2.353 -1.009 0.572 0.20
C -3.143 -0.418 -0.430 -0.33
C -4.382 0.111 -0.072 -0.09
C -5.181 0.719 -1.022 -0.79
C -4.769 0.793 -2.343 -0.44
C -3.549 0.252 -2.705 -0.89
C -2.736 -0.347 -1.759 0.10
S -1.861 0.022 1.816 1.28
O -3.002 0.693 2.353 -0.70
O -1.040 -0.753 2.699 -0.70
C -0.840 1.185 0.913 -0.15
C -1.451 2.172 0.164 -0.47
C -0.666 2.987 -0.635 -0.98
C 0.706 2.797 -0.683 -0.50
C 1.312 1.795 0.069 0.21
C 2.813 1.701 0.043 0.37
O 3.486 2.607 0.501 -0.67
N 3.356 0.609 -0.536 0.27
C 2.634 -0.481 -1.144 -1.04
C 3.087 -1.828 -0.559 0.75
C 2.659 -1.978 0.900 -1.22
C 4.605 -1.957 -0.723 -1.44
C 5.344 -0.771 -0.100 1.13
C 6.846 -0.869 -0.347 -1.85
C 4.794 0.526 -0.694 -1.51
C 0.525 0.988 0.884 0.00
H -3.529 -4.451 -0.982 0.29
H -3.968 -2.916 -0.082 0.24
H -1.170 -3.864 -0.872 0.35
H -0.884 -2.282 1.149 0.66
H -0.575 -1.562 -0.439 -0.16
H -4.695 0.054 0.957 0.52
H -6.136 1.128 -0.729 0.42
H -5.398 1.262 -3.084 0.42
H -3.220 0.298 -3.733 0.42
H -1.790 -0.763 -2.067 0.35
H -2.520 2.299 0.229 0.57
H -1.122 3.771 -1.219 0.45
H 1.322 3.435 -1.299 0.49
H 1.562 -0.340 -0.999 0.32
H 2.839 -0.477 -2.224 0.36
H 2.607 -2.623 -1.142 0.50
H 3.002 -1.134 1.493 0.28
H 3.080 -2.887 1.322 0.50
H 1.577 -2.038 0.981 -0.09
H 4.946 -2.888 -0.267 0.42
H 4.846 -2.002 -1.789 0.35
H 5.168 -0.763 0.978 0.19
H 7.242 -1.785 0.086 0.42
H 7.060 -0.873 -1.414 0.37
H 7.361 -0.025 0.103 0.43
H 5.228 1.398 -0.201 0.51
H 5.034 0.568 -1.765 0.29
H 0.952 0.225 1.514 0.66
```

# C23H28N2O5S

A single C23H28N2O5S molecule (ωB97M-V with the def2-TZVPD basis set, the OMol25 dataset).

Charge: 0
SMILES string: CCN(C(=O)COC(=O)c1ccccc1Nc1cccc(C)c1C)[C@@H]1CCS(=O)(=O)C1
Multiplicity: 1
Frontier orbital gap (eV): 8.3278
Energy above the lowest of the compared OMol25 structures with the same formula, charge and spin (kcal per mole): 6.2

```
59
Properties=species:S:1:pos:R:3:mulliken_charge:R:1
C 2.861 0.281 3.044 -0.85
C 3.820 1.184 2.270 -0.91
N 3.661 1.038 0.835 0.12
C 2.790 1.756 0.088 0.74
O 2.651 1.580 -1.106 -0.69
C 1.972 2.858 0.782 -0.55
O 0.754 3.011 0.079 -0.28
C 0.008 1.889 0.038 1.11
O 0.356 0.891 0.655 -0.85
C -1.196 2.017 -0.770 0.11
C -1.424 3.195 -1.492 -0.48
C -2.530 3.336 -2.295 -0.84
C -3.428 2.277 -2.416 -0.68
C -3.231 1.109 -1.721 -0.56
C -2.127 0.951 -0.865 0.31
N -1.945 -0.192 -0.161 0.08
C -2.821 -1.289 -0.105 -0.04
C -2.335 -2.535 -0.492 -0.93
C -3.155 -3.644 -0.452 -0.80
C -4.467 -3.510 -0.033 -0.87
C -4.960 -2.282 0.386 1.01
C -6.377 -2.171 0.862 -1.51
C -4.129 -1.158 0.376 0.96
C -4.630 0.150 0.912 -1.61
C 4.284 -0.137 0.235 -0.51
C 5.239 0.212 -0.920 -1.03
C 5.798 -1.097 -1.443 -0.72
S 4.463 -2.308 -1.106 1.22
O 3.942 -2.869 -2.321 -0.69
O 4.926 -3.230 -0.103 -0.67
C 3.300 -1.148 -0.328 -0.80
H 1.847 0.405 2.672 0.12
H 3.139 -0.763 2.924 0.33
H 2.886 0.525 4.103 0.41
H 3.674 2.230 2.542 0.56
H 4.855 0.930 2.518 0.46
H 1.754 2.619 1.825 0.43
H 2.487 3.818 0.701 0.18
H -0.702 3.991 -1.410 0.51
H -2.693 4.251 -2.843 0.40
H -4.282 2.370 -3.071 0.41
H -3.910 0.280 -1.844 0.58
H -1.018 -0.309 0.239 0.24
H -1.313 -2.617 -0.832 0.58
H -2.778 -4.608 -0.757 0.38
H -5.116 -4.374 -0.020 0.36
H -6.900 -1.372 0.339 0.31
H -6.910 -3.103 0.695 0.39
H -6.408 -1.947 1.929 0.33
H -3.809 0.842 1.080 0.35
H -5.148 -0.008 1.856 0.52
H -5.331 0.618 0.221 0.36
H 4.859 -0.636 1.021 0.57
H 4.669 0.723 -1.695 0.34
H 6.028 0.880 -0.571 0.44
H 6.001 -1.091 -2.507 0.45
H 6.668 -1.439 -0.890 0.35
H 2.719 -1.664 0.428 0.46
H 2.660 -0.715 -1.090 0.40
```